Entry 1
The following is a quantum chemistry calculation of a structure of composition H2INS, from the OMol25 dataset.

Calculated values
LUMO level ... -0.047 hartree
HOMO-LUMO gap ... 7.23 eV

Structure (XYZ):
```
5
H2INS | the OMol25 dataset | ωB97M-V/def2-TZVPD
N 0.0310 0.3455 0.4955
S -0.5828 0.2893 -1.0120
I 1.3255 -1.2904 1.0040
H -1.4165 0.3839 1.0530
H 0.6428 0.2716 -1.5404
```

natural (NBO) atomic charges, in units of e:
1 N -0.901
2 S 0.262
3 I 0.209
4 H 0.355
5 H 0.075


Entry 2
The following is a quantum chemistry calculation of an isolated molecule of H2INS, from the OMol25 dataset.

Calculated values
LUMO level ... -0.025 hartree
HOMO-LUMO gap ... 8.41 eV

Structure (XYZ):
```
5
H2INS | the OMol25 dataset | ωB97M-V/def2-TZVPD
N -0.2542 -0.5540 -0.0100
S 0.6152 0.6549 -0.1126
I 3.0203 -0.0284 0.0197
H -0.4169 -0.9970 -1.0149
H 0.6322 1.1017 1.3345
```

natural (NBO) atomic charges, in units of e:
1 N -1.048
2 S 0.778
3 I -0.227
4 H 0.379
5 H 0.118


Least stable of them? entry 1.


Entry 1
The following is a quantum chemistry calculation of a cluster of 5 separate species, C5H22N2O4 in total, from the OMol25 dataset.

Calculated values
LUMO level ... 0.029 hartree
HOMO-LUMO gap ... 9.95 eV
Structure (SMILES) ... CNCC[C@H](C)N.O.O.O.O

Structure (XYZ):
```
33
C5H22N2O4 | the OMol25 dataset | ωB97M-V/def2-TZVPD
C -1.3812 1.6681 2.8904
N -1.3655 1.0967 1.5527
C -0.1469 1.4270 0.8137
C 0.0233 0.4631 -0.3509
C 0.9474 0.9444 -1.4662
C 0.2593 1.9645 -2.3592
N 1.3636 -0.2550 -2.2137
H -2.3782 1.6007 3.3083
H -0.7001 1.1002 3.5216
H -1.0763 2.7283 2.9172
H -2.1623 1.4248 1.0287
H 0.6812 1.3231 1.5186
H -0.1251 2.4713 0.4765
H -0.9524 0.2543 -0.7808
H 0.3875 -0.4891 0.0273
H 1.8567 1.3726 -1.0229
H -0.5549 1.4971 -2.9170
H 0.9469 2.3815 -3.0901
H -0.1471 2.7908 -1.7785
H 0.5529 -0.8224 -2.4010
H 1.7992 -0.0181 -3.0966
O 0.9976 -2.8772 1.5853
H 1.1222 -3.8243 1.4990
H 1.5896 -2.4491 0.9070
O -1.6364 -1.8151 -1.4763
H -1.6145 -1.9059 -0.5029
H -2.4883 -2.1497 -1.7628
O -1.6601 -2.0484 1.2926
H -1.6849 -1.1970 1.7734
H -0.7537 -2.4237 1.4298
O 2.7413 -1.7807 -0.3063
H 3.2648 -1.0698 0.0633
H 2.2943 -1.3832 -1.0802
```

Here are the natural (NBO) charges for atoms 1 to 6, given in e:
1 C -0.412
2 N -0.636
3 C -0.214
4 C -0.431
5 C -0.043
6 C -0.622


Entry 2
The following is a quantum chemistry calculation of a cluster of 5 separate species, C5H22N2O4 in total, from the OMol25 dataset.

Calculated values
LUMO level ... 0.019 hartree
HOMO-LUMO gap ... 9.80 eV
Structure (SMILES) ... CCC[C@@H](N)CN.O.O.O.O

Structure (XYZ):
```
33
C5H22N2O4 | the OMol25 dataset | ωB97M-V/def2-TZVPD
C -2.9483 1.1917 -0.6725
C -2.0019 1.4597 0.4950
C -1.7995 0.1687 1.3041
C -1.0397 -0.9325 0.5693
N 0.3163 -1.0606 1.1743
C -1.7757 -2.2547 0.4608
N -1.2421 -3.0950 -0.6343
H -2.7665 0.2755 -1.2112
H -4.0042 1.0309 -0.4030
H -3.0905 2.0331 -1.3649
H -1.1316 1.8597 -0.0577
H -2.3672 2.2815 1.1055
H -2.7246 -0.2863 1.6637
H -1.3913 0.4899 2.2731
H -0.8034 -0.5546 -0.4406
H 0.3133 -1.4317 2.1160
H 0.9154 -1.6083 0.5751
H -1.5596 -2.9376 1.3177
H -2.8501 -2.1616 0.3436
H -1.5580 -2.6927 -1.5161
H -0.2300 -2.9600 -0.6716
O 2.6801 -0.9190 -0.3569
H 3.4289 -1.4351 -0.0466
H 2.6270 -0.1653 0.2910
O 1.1750 2.6232 -0.7056
H 2.0223 2.8746 -1.0689
H 1.1060 1.7463 -1.1272
O 2.5638 1.3069 1.1519
H 2.1866 2.1476 0.8083
H 1.8020 0.8957 1.5866
O 2.3716 0.9117 -2.1609
H 2.4258 0.1688 -1.4859
H 2.1827 0.4376 -2.9667
```

Here are the natural (NBO) charges for atoms 1 to 6, given in e:
1 C -0.615
2 C -0.407
3 C -0.413
4 C -0.076
5 N -0.874
6 C -0.242


Least stable of them? entry 2.


Entry 1
The following is a quantum chemistry calculation of a cluster of 2 separate species, C2HNO2 in total, from the OMol25 dataset.

Calculated values
LUMO level ... 0.022 hartree
HOMO-LUMO gap ... 13.15 eV
Structure (SMILES) ... O=C=O.C#N

Structure (XYZ):
```
6
C2HNO2 | the OMol25 dataset | ωB97M-V/def2-TZVPD
O 1.9871 -3.9726 -0.1498
C 0.8689 -4.1461 -0.0691
O -0.3484 -4.5213 0.0575
C -1.7404 1.0273 -0.2561
N -0.8927 0.2743 -0.4210
H -2.4683 1.7111 -0.2021
```

natural (NBO) atomic charges, in units of e:
1 O -0.466
2 C 1.033
3 O -0.568
4 C 0.085
5 N -0.294
6 H 0.210


Entry 2
The following is a quantum chemistry calculation of an isolated molecule of C2HNO2, from the OMol25 dataset.

Calculated values
LUMO level ... 0.005 hartree
HOMO-LUMO gap ... 12.01 eV
Structure (SMILES) ... N#COC=O

Structure (XYZ):
```
6
C2HNO2 | the OMol25 dataset | ωB97M-V/def2-TZVPD
N 2.3000 -0.0680 -0.0055
C 1.2009 -0.3936 0.0578
O -0.0484 -0.7943 0.0939
C -0.9688 0.1929 -0.0943
O -0.6267 1.3371 0.1199
H -1.8571 -0.2740 -0.1719
```

natural (NBO) atomic charges, in units of e:
1 N -0.341
2 C 0.529
3 O -0.486
4 C 0.640
5 O -0.492
6 H 0.150


Least stable of them? entry 2.


Entry 1
The following is a quantum chemistry calculation of an isolated molecule of C4H4FN, from the OMol25 dataset.

Calculated values
LUMO level ... 0.030 hartree
HOMO-LUMO gap ... 11.81 eV
Structure (SMILES) ... N#C[C@H]1C[C@H]1F

Structure (XYZ):
```
10
C4H4FN | the OMol25 dataset | ωB97M-V/def2-TZVPD
N -0.6318 0.5741 2.5575
C -0.2097 0.6917 1.4726
C 0.2007 0.6957 0.0871
C 0.7582 -0.6138 -0.4545
C -0.5982 -0.2204 -0.7591
F -1.6405 -0.8424 -0.1183
H 0.4837 1.6055 -0.3146
H 1.5524 -0.7150 -1.1582
H 0.8953 -1.2108 0.4490
H -0.8101 0.0355 -1.7615
```

Here are the natural (NBO) charges for atoms 1 to 6, given in e:
1 N -0.302
2 C 0.277
3 C -0.368
4 C -0.429
5 C 0.218
6 F -0.328


Entry 2
The following is a quantum chemistry calculation of a cluster of 2 separate species, C4H4FN in total, from the OMol25 dataset.

Calculated values
LUMO level (alpha / beta) ... -0.072 / -0.072 hartree
HOMO-LUMO gap (alpha / beta) ... 8.12 / 8.11 eV

Structure (XYZ):
```
10
C4H4FN | the OMol25 dataset | ωB97M-V/def2-TZVPD
C 2.3976 0.4416 -0.1367
C -0.8558 0.0926 0.7557
C -0.9762 0.1771 -0.7675
C 0.0114 -0.6933 -0.0883
N 3.4080 0.9488 0.0702
F 0.4049 -1.9534 0.0749
H -0.6152 0.9686 1.4011
H -1.5334 -0.5472 1.4019
H -1.6793 -0.4148 -1.3594
H -0.5619 0.9800 -1.3518
```

Here are the natural (NBO) charges for atoms 1 to 6, given in e:
1 C -0.010
2 C -0.528
3 C -0.470
4 C 0.707
5 N -0.534
6 F -0.257


Least stable of them? entry 2.